[1]
DFT (ωB97M-V/def2-TZVPD) results for 3 unconnected molecules or ions with the total composition C12H25N2O6.

orbital gap: 5.563 eV
LUMO energy: 2.22 eV
energy above the lowest of the compared OMol25 structures with the same formula, charge and spin: 3.917 eV
charge: -1

CARTESIAN COORDINATES (ANGSTROEM)
C 0.617 1.251 0.954
N -0.385 0.113 0.922
C -0.836 -0.275 2.319
N 0.186 -1.047 3.123
C 0.312 -2.491 2.689
C 1.800 -3.005 3.251
O 2.570 -3.897 2.574
O 2.402 -2.477 4.520
H 0.807 1.740 -0.093
H 0.322 2.120 1.706
H 1.629 0.803 1.340
H 0.050 -0.685 0.406
H -1.050 0.753 2.886
H -1.901 -0.808 2.261
H 1.122 -0.607 2.986
H 0.178 -2.666 1.535
H -0.479 -3.142 3.262
O -0.248 -3.523 -0.095
C 0.769 -3.609 -0.778
O 1.703 -2.634 -0.740
C 3.000 -2.715 -1.363
C 2.923 -2.322 -2.825
C 0.952 -4.753 -1.734
H 3.447 -3.702 -1.213
H 3.642 -2.003 -0.834
H 2.275 -2.997 -3.391
H 3.917 -2.335 -3.282
H 2.499 -1.318 -2.930
H 0.401 -4.543 -2.653
H 0.553 -5.660 -1.269
H 1.992 -4.966 -1.972
O 0.125 3.689 -1.506
C -1.029 4.084 -1.354
O -1.399 4.687 -0.203
C -2.668 5.337 0.010
C -3.727 4.332 0.418
C -2.068 3.823 -2.405
H -2.959 5.928 -0.863
H -2.516 6.050 0.828
H -3.899 3.587 -0.363
H -4.675 4.835 0.630
H -3.411 3.785 1.312
H -2.445 2.805 -2.292
H -1.601 3.931 -3.389
H -2.900 4.525 -2.386

Atomic partial charges in e from the natural (NBO) method, atoms 1 to 4:
1. C -0.44
2. N -0.69
3. C -0.06
4. N -0.65



[2]
DFT (ωB97M-V/def2-TZVPD) results for C4H4N2O2 in the gas phase.

orbital gap: 10.928 eV
SMILES: O=C(O)n1cccn1
LUMO energy: 0.65 eV
energy above the lowest of the compared OMol25 structures with the same formula, charge and spin: 0.999 eV

CARTESIAN COORDINATES (ANGSTROEM)
C -0.173 0.662 1.234
C 0.518 -1.320 -0.112
C 0.629 -1.530 -1.415
C -0.017 -0.466 -2.044
H -0.797 2.028 0.134
H 0.953 -1.751 0.819
H 1.109 -2.282 -2.021
H 0.005 -0.335 -3.113
N -0.045 -0.074 0.012
N -0.520 0.435 -1.206
O -0.536 1.869 1.050
O 0.153 0.099 2.271

Atomic partial charges in e from the natural (NBO) method, atoms 1 to 4:
1. C 0.91
2. C 0.01
3. C -0.34
4. C 0.00



[3]
DFT (ωB97M-V/def2-TZVPD) results for 14 unconnected molecules or ions with the total composition C28H84O28.

orbital gap: 8.953 eV
LUMO energy: -0.20 eV
energy above the lowest of the compared OMol25 structures with the same formula, charge and spin: 4.140 eV

CARTESIAN COORDINATES (ANGSTROEM)
C -5.370 -6.956 -17.511
C -5.782 -8.430 -17.872
O -6.045 -9.144 -16.679
O -6.426 -6.222 -17.168
H -4.822 -6.576 -18.374
H -4.629 -6.814 -16.724
H -4.918 -8.862 -18.376
H -6.682 -8.491 -18.485
H -5.270 -9.013 -16.128
H -6.601 -6.448 -16.251
C -6.165 -13.228 -24.723
C -6.175 -12.134 -23.595
O -7.453 -11.524 -23.543
O -6.982 -14.380 -24.402
H -5.137 -13.575 -24.819
H -6.550 -12.708 -25.601
H -5.389 -11.418 -23.835
H -5.798 -12.613 -22.692
H -7.422 -10.863 -24.238
H -7.711 -14.301 -25.021
C -4.066 -15.317 -21.849
C -3.241 -16.313 -22.666
O -3.916 -17.597 -22.562
O -3.950 -15.700 -20.523
H -5.108 -15.344 -22.169
H -3.564 -14.388 -22.120
H -2.246 -16.494 -22.260
H -3.179 -16.022 -23.715
H -3.764 -17.844 -21.647
H -3.112 -15.440 -20.135
C -2.399 -7.885 -22.017
C -2.991 -9.092 -22.786
O -4.157 -8.575 -23.383
O -3.280 -7.347 -20.983
H -2.209 -7.041 -22.680
H -1.514 -8.106 -21.420
H -3.370 -9.867 -22.119
H -2.190 -9.432 -23.441
H -4.891 -8.704 -22.778
H -3.687 -6.549 -21.327
C -2.596 -11.582 -16.596
C -2.867 -12.891 -15.835
O -1.692 -13.637 -15.528
O -2.138 -10.565 -15.754
H -3.576 -11.249 -16.937
H -1.958 -11.708 -17.471
H -3.438 -13.469 -16.561
H -3.579 -12.726 -15.027
H -1.390 -13.495 -14.628
H -1.221 -10.817 -15.623
C -6.630 -12.411 -15.117
C -7.932 -11.582 -14.917
O -8.273 -10.865 -16.101
O -6.812 -13.397 -16.172
H -6.245 -12.862 -14.202
H -5.868 -11.709 -15.458
H -7.618 -10.803 -14.222
H -8.755 -12.094 -14.418
H -7.477 -10.394 -16.359
H -7.296 -13.009 -16.905
C -11.029 -14.833 -20.021
C -12.396 -14.633 -19.284
O -13.437 -15.443 -19.921
O -11.022 -14.077 -21.191
H -10.895 -15.890 -20.251
H -10.173 -14.582 -19.395
H -12.654 -13.575 -19.318
H -12.321 -14.924 -18.236
H -13.101 -16.312 -20.152
H -10.223 -14.246 -21.696
C -4.386 -19.191 -19.150
C -5.753 -18.495 -19.483
O -5.729 -17.148 -19.042
O -3.399 -18.647 -20.047
H -4.667 -20.234 -19.295
H -4.074 -19.091 -18.111
H -6.513 -19.042 -18.926
H -5.990 -18.589 -20.542
H -4.974 -16.701 -19.432
H -2.575 -19.071 -19.794
C -9.523 -10.682 -20.850
C -10.414 -9.447 -20.309
O -10.426 -8.255 -21.111
O -8.176 -10.207 -20.809
H -9.885 -10.887 -21.858
H -9.746 -11.542 -20.219
H -10.373 -9.135 -19.266
H -11.449 -9.772 -20.207
H -9.611 -7.824 -20.842
H -7.849 -10.839 -21.454
C -8.432 -16.834 -17.871
C -8.351 -16.818 -16.353
O -8.678 -15.578 -15.766
O -7.805 -15.681 -18.500
H -9.501 -16.862 -18.079
H -8.140 -17.791 -18.305
H -7.286 -16.865 -16.125
H -8.726 -17.749 -15.929
H -8.079 -14.948 -16.172
H -6.920 -15.907 -18.796
C -6.765 -6.813 -22.412
C -7.137 -5.978 -21.182
O -8.383 -6.352 -20.660
O -6.641 -8.196 -22.218
H -5.889 -6.523 -22.993
H -7.596 -6.811 -23.117
H -7.146 -4.910 -21.399
H -6.322 -6.065 -20.464
H -8.640 -5.820 -19.903
H -7.403 -8.532 -21.740
C -8.131 -16.147 -21.754
C -8.355 -17.414 -22.659
O -9.607 -17.975 -22.427
O -8.849 -15.065 -22.315
H -7.073 -15.943 -21.586
H -8.463 -16.394 -20.745
H -7.578 -18.159 -22.490
H -8.131 -17.177 -23.699
H -10.367 -17.458 -22.703
H -8.185 -14.572 -22.803
C -5.347 -11.837 -19.540
C -6.083 -13.161 -19.788
O -7.451 -13.150 -19.348
O -5.405 -10.908 -20.589
H -4.304 -12.123 -19.404
H -5.606 -11.414 -18.569
H -5.577 -13.847 -19.110
H -6.051 -13.703 -20.733
H -7.703 -14.021 -19.031
H -6.121 -10.274 -20.499
C -1.084 -11.672 -20.486
C -0.476 -12.018 -21.868
O -0.134 -10.923 -22.685
O -0.047 -11.198 -19.613
H -1.602 -12.491 -19.987
H -1.750 -10.810 -20.524
H -1.211 -12.588 -22.437
H 0.386 -12.684 -21.887
H 0.660 -10.539 -22.307
H 0.691 -11.811 -19.643

Atomic partial charges in e from the Mulliken method, atoms 1 to 4:
1. C -0.98
2. C 0.53
3. O -0.53
4. O -0.51



[4]
DFT (ωB97M-V/def2-TZVPD) results for 14 unconnected molecules or ions with the total composition C5H36NO15.

orbital gap: 8.931 eV
LUMO energy: 2.41 eV
energy above the lowest of the compared OMol25 structures with the same formula, charge and spin: 8.025 eV
charge: -1

CARTESIAN COORDINATES (ANGSTROEM)
C 2.083 1.428 0.597
N 1.623 0.382 1.483
C 2.344 -0.770 1.130
C -0.363 1.419 2.408
C 0.083 0.215 1.558
C -0.743 0.183 0.292
O -1.918 0.025 0.553
O -0.182 0.262 -0.846
H 2.167 1.277 -0.503
H 3.076 1.597 0.915
H 1.523 2.278 0.910
H 2.532 -1.039 0.136
H 2.008 -1.904 1.442
H 3.299 -0.643 1.647
H -0.680 2.221 1.729
H -1.373 1.170 2.858
H 0.295 1.541 3.368
H -0.048 -0.741 2.163
H 0.083 -2.351 3.985
H 1.075 -1.655 2.867
O 0.930 -2.437 3.429
H 1.029 1.161 -1.640
H 1.698 0.413 -2.622
O 1.506 1.261 -2.501
H 1.479 -1.926 -3.580
H 2.690 -0.811 -3.808
O 2.209 -1.378 -3.198
H 2.923 1.944 3.030
H 2.278 0.756 3.485
O 2.607 1.452 3.758
H -2.511 2.046 -0.128
H -3.825 2.457 0.526
O -3.034 2.857 0.145
H 0.744 4.834 -0.425
H 1.204 3.399 -0.506
O 1.346 4.237 -0.914
H 3.439 -2.687 -1.773
H 3.526 -3.011 -0.298
O 3.810 -3.046 -1.063
H -0.710 -4.186 -0.735
H -2.129 -3.382 -0.254
O -1.623 -4.258 -0.426
H -0.824 1.779 -4.441
H 0.120 1.451 -3.563
O -0.290 1.108 -4.416
H -3.693 0.108 0.603
H -4.152 -0.650 1.973
O -4.393 -0.133 1.201
H -1.417 -3.101 1.462
H -0.075 -3.440 2.265
O -0.985 -3.799 1.949
H -1.869 -1.647 -0.922
H -3.198 -1.325 -0.809
O -2.744 -1.988 -1.158
H -2.048 3.565 -1.876
H -1.903 2.447 -2.909
O -2.053 3.402 -2.872

Atomic partial charges in e from the natural (NBO) method, atoms 1 to 4:
1. C -0.44
2. N -0.49
3. C -0.43
4. C -0.66